Entry 1:
Entry from OMol25: a cluster of 2 separate species, C4H9N in total at a distorted geometry (the ωB97M-V functional and the def2-TZVPD basis).

Bonds (Å) are listed after each position.
Atoms and positions in Å:
1 C 3.604 1.433 0.230  C2 1.356, H3 1.100, H4 1.205
2 C 2.885 0.818 -0.742  C1 1.356, H5 1.062, H6 1.072
3 H 3.266 2.201 0.942  C1 1.100
4 H 4.797 1.279 0.279  C1 1.205
5 H 1.891 1.169 -0.875  C2 1.062
6 H 3.401 0.117 -1.367  C2 1.072
7 C -2.201 -2.018 0.005  C8 1.346, H10 1.099, H11 1.101
8 C -1.743 -0.786 0.296  C7 1.346, N9 1.424, H12 1.074
9 N -2.501 0.419 0.247  C8 1.424, H13 1.025, H14 1.103
10 H -3.251 -2.325 0.098  C7 1.099
11 H -1.517 -2.840 -0.257  C7 1.101
12 H -0.694 -0.644 0.479  C8 1.074
13 H -2.094 1.297 -0.090  N9 1.025
14 H -3.562 0.129 0.327  N9 1.103

Properties
- Net charge: -1
- E_HOMO (spin up / spin down): 0.050 / -0.155 hartree
- Spin multiplicity: 2
- Energy: -212.409125 a.u.
- Lowest unoccupied orbital energy (spin up / spin down): 4.1197 / 4.1011 eV
- Expectation value of S²: 0.7505
- Gap between HOMO and LUMO (spin up / spin down): 2.75 / 8.32 eV

---

Entry 2:
Entry from OMol25: the ion C4H9N with charge -1 (the ωB97M-V functional and the def2-TZVPD basis).

Bonds (Å) are listed after each position.
Atoms and positions in Å:
1 C -0.443 0.259 1.160  N2 1.471, C5 1.531, H6 1.102, H7 1.093
2 N 0.137 1.196 0.185  C1 1.471, C3 1.452, H8 1.018
3 C 0.804 0.420 -0.845  N2 1.452, C4 1.515, H9 1.091, H10 1.101
4 C -0.147 -0.746 -1.022  C3 1.515, C5 1.528, H11 1.096, H12 1.092
5 C -0.513 -1.082 0.424  C1 1.531, C4 1.528, H13 1.090, H14 1.101
6 H 0.206 0.146 2.043  C1 1.102
7 H -1.433 0.607 1.464  C1 1.093
8 H 0.757 1.860 0.647  N2 1.018
9 H 0.951 1.004 -1.755  C3 1.091
10 H 1.772 0.026 -0.499  C3 1.101
11 H 0.224 -1.594 -1.608  C4 1.096
12 H -1.041 -0.394 -1.542  C4 1.092
13 H -1.450 -1.631 0.518  C5 1.090
14 H 0.224 -1.783 0.844  C5 1.101

Properties
- Net charge: -1
- E_HOMO (spin up / spin down): 0.059 / -0.166 hartree
- Spin multiplicity: 2
- Energy: -212.491484 a.u.
- Lowest unoccupied orbital energy (spin up / spin down): 4.6947 / 4.5992 eV
- Expectation value of S²: 0.7503
- Gap between HOMO and LUMO (spin up / spin down): 3.10 / 9.13 eV

---

Entry 3:
Entry from OMol25: a cluster of 2 separate species, C4H9N in total (the ωB97M-V functional and the def2-TZVPD basis).

Bonds (Å) are listed after each position.
Atoms and positions in Å:
1 C -1.616 0.432 -0.521  C2 1.514, H6 1.095, H7 1.097, H8 1.095
2 C -0.634 0.665 0.607  C1 1.514, C3 1.480, N4 1.460, H9 1.097
3 C 0.006 -0.467 1.313  C2 1.480, N4 1.326, H11 1.080
4 N 0.735 0.193 0.424  C2 1.460, C3 1.326, C5 1.294
5 C 1.769 0.394 -0.329  N4 1.294, H12 1.083, H14 1.082
6 H -2.628 0.306 -0.122  C1 1.095
7 H -1.626 1.275 -1.222  C1 1.097
8 H -1.346 -0.481 -1.063  C1 1.095
9 H -0.673 1.669 1.051  C2 1.097
10 H 0.470 -2.123 -0.292  H13 0.752
11 H 0.253 -0.734 2.330  C3 1.080
12 H 2.680 -0.158 -0.136  C5 1.083
13 H 0.919 -2.068 -0.893  H10 0.752
14 H 1.689 1.097 -1.147  C5 1.082

Properties
- E_HOMO: -0.271 hartree
- Spin multiplicity: 1
- Energy: -212.389374 a.u.
- Lowest unoccupied orbital energy: 1.1439 eV
- Gap between HOMO and LUMO: 8.53 eV

---

Which value of spin multiplicity does entry 2 give?
2